The following is a DFT calculation (the ωB97M-V functional and the def2-TZVPD basis) of 2 unconnected molecules or ions with the total composition C25H43ClFN8O4S.

Positions of all 83 atoms, in Å:
C: 2.71045 -0.44346 0.48312
C: 2.79190 -1.74158 -0.32042
N: 1.49366 -2.14315 -0.91632
C: 0.67892 -2.87048 0.04733
C: -0.66296 -3.34751 -0.55234
N: -1.31858 -2.32140 -1.37314
C: -1.94536 -2.64777 -2.49094
N: -1.58373 -3.46009 -3.44872
F: -0.42317 -4.13123 -3.37433
N: -3.14258 -1.96961 -2.69907
C: -3.13436 -1.18961 -3.96622
C: -3.30418 -1.20302 -1.45246
C: -4.23909 0.01709 -1.47762
C: -3.68432 1.33991 -2.08825
S: -3.71177 2.74975 -0.92759
C: -2.11829 3.44914 -1.01506
N: -1.83614 4.70128 -0.92196
N: -0.51836 4.82560 -1.00040
C: 0.02284 3.66563 -1.16092
O: -0.98797 2.79389 -1.18174
C: -4.17061 -2.24484 -0.59526
C: -5.20271 -2.91919 -1.48918
O: -6.24034 -2.42966 -1.77359
Cl: -4.85255 -4.57276 -2.12304
C: -1.96285 -1.15409 -0.69633
C: -2.05257 -1.20829 0.84985
C: -2.90787 -0.09957 1.47333
N: -1.18007 0.08327 -0.88942
C: -0.42914 0.09800 -1.86219
O: 0.18853 0.17624 -2.86152
C: 1.83281 -2.94018 -2.08123
C: 2.36084 -4.36124 -1.97891
O: 1.73191 -2.42992 -3.15963
H: 3.72304 -0.05648 0.58834
H: 2.12675 0.31464 -0.02994
H: 2.35487 -0.66424 1.48845
H: 3.45189 -1.54620 -1.16902
H: 3.27650 -2.55872 0.22765
H: 0.55499 -2.34010 0.98596
H: 1.20938 -3.80129 0.30431
H: -1.28646 -3.72434 0.25614
H: -0.42547 -4.23386 -1.13499
H: -2.12637 -3.64354 -4.27754
H: -2.29661 -0.48306 -3.93471
H: -4.01961 -0.57678 -4.07026
H: -2.98313 -1.80021 -4.84883
H: -5.08510 -0.26276 -2.10549
H: -4.66449 0.24036 -0.50773
H: -2.69475 1.24412 -2.51890
H: -4.31915 1.63593 -2.92211
H: 1.05609 3.42227 -1.27855
H: -3.55323 -3.04131 -0.18714
H: -4.74179 -1.74266 0.17354
H: -2.35783 -2.17479 1.24489
H: -1.03732 -1.03268 1.19226
H: -2.60887 0.00649 2.51375
H: -3.96707 -0.33982 1.49954
H: -2.73606 0.84103 0.95873
H: 2.46932 -4.72713 -0.95975
H: 1.81160 -5.06562 -2.59475
H: 3.37302 -4.32963 -2.38315
C: 5.41050 2.38959 2.03798
C: 4.08849 3.14281 2.06393
N: 3.05575 2.46278 2.82345
C: 1.72610 3.00742 2.60675
C: 1.45892 4.44945 3.04931
C: 3.38966 2.13954 4.20156
C: 3.79650 3.28828 5.13079
H: 5.27048 1.36474 1.68900
H: 6.10449 2.88476 1.35783
H: 5.88422 2.35974 3.01964
H: 3.74501 3.24123 1.02947
H: 4.26885 4.16409 2.43001
H: 0.99086 2.35041 3.08196
H: 1.51192 2.94000 1.53276
H: 1.37849 4.53264 4.13173
H: 0.50752 4.78857 2.63314
H: 2.22833 5.13787 2.70023
H: 4.20535 1.41113 4.18930
H: 2.55155 1.59877 4.64901
H: 4.52145 3.95957 4.66909
H: 4.26004 2.88059 6.03130
H: 2.93905 3.87520 5.45521

## Properties
- E_LUMO (eV) = -3.0
- HOMO energy (eV) = -9.937
- total charge = +1
- frontier orbital gap (hartree) = 0.256
- calculated total energy (eV) = -72797.3179


The following is a DFT calculation (the ωB97M-V functional and the def2-TZVPD basis) of a molecular structure, C25H43NP2Ru.

Positions of all 72 atoms, in Å:
Ru: 0.00000 0.00000 0.00000
C: 1.23360 0.27057 1.91430
C: -0.17935 0.42544 2.16523
C: 0.17411 -1.73492 1.41370
C: 1.45479 -1.03162 1.40036
C: -0.82278 -0.84737 1.89263
C: 2.28768 1.28270 2.23435
H: 1.90378 2.30430 2.16851
H: 3.14843 1.19371 1.56614
H: 2.64605 1.12932 3.26057
C: 2.76274 -1.64977 1.02112
H: 3.53695 -0.88962 0.88749
H: 2.65787 -2.20225 0.08208
H: 3.10135 -2.34683 1.79913
C: -0.00778 -3.18731 1.11365
H: 0.28536 -3.77867 1.99189
H: 0.60469 -3.48942 0.26201
H: -1.04947 -3.41891 0.87890
C: -2.24329 -1.20120 2.20686
H: -2.32256 -1.58091 3.23409
H: -2.61832 -1.97624 1.53377
H: -2.90534 -0.33425 2.12980
C: -0.81798 1.57164 2.88902
H: -0.86093 1.36022 3.96600
H: -1.84132 1.74789 2.54742
H: -0.25295 2.49700 2.75615
C: 0.78811 1.19140 -1.70250
C: 0.78779 1.98800 -0.54817
C: -0.21218 3.09362 -0.27816
C: -1.65427 2.63141 -0.54295
C: -1.83038 1.14419 -0.24794
C: -1.78078 0.13919 -1.24312
C: -1.45602 0.43376 -2.69044
C: -0.19933 1.32562 -2.85086
H: 0.03638 3.98085 -0.88181
H: -1.93770 2.83295 -1.58082
H: -0.11601 3.40036 0.76862
H: -0.48737 2.37774 -2.95858
H: 1.72050 0.69669 -1.95116
H: 1.74505 2.10946 -0.04812
H: 0.31266 1.04804 -3.77652
H: -1.27747 -0.51916 -3.19208
H: -2.36307 -0.76575 -1.07878
H: -2.31939 0.90777 -3.18332
H: -2.34748 3.20636 0.08079
H: -2.45151 0.93272 0.61765
P: -4.05499 0.82733 -6.15425
P: -6.51593 -1.15418 -6.24164
C: -5.31923 1.08481 -7.50151
C: -6.14229 -0.17790 -7.78665
H: -4.77212 1.38035 -8.40546
H: -5.97361 1.92425 -7.22879
H: -7.10512 0.10237 -8.23209
H: -5.62633 -0.82549 -8.50895
C: -7.28350 -2.65862 -7.01296
H: -7.74019 -3.27207 -6.22953
H: -6.51167 -3.26251 -7.49972
H: -8.05110 -2.39625 -7.75171
C: -8.06867 -0.27601 -5.72865
H: -8.78934 -0.19596 -6.55177
H: -7.81910 0.72988 -5.37626
H: -8.53669 -0.81605 -4.89945
C: -2.51830 1.00522 -7.18000
H: -1.64254 1.03600 -6.52374
H: -2.53402 1.91436 -7.79371
H: -2.41554 0.13541 -7.83661
C: -4.08126 2.51838 -5.38814
H: -5.00906 2.65799 -4.82532
H: -3.99646 3.31257 -6.14056
H: -3.24840 2.60764 -4.68301
N: 3.90765 0.60980 -0.73532
C: 2.80916 0.36669 -0.42536

## Properties
- E_LUMO (alpha / beta) (eV) = -2.6 / -7.2
- spin multiplicity = 6
- HOMO energy (alpha / beta) (eV) = -7.024 / -10.112
- total charge = +1
- frontier orbital gap (alpha / beta) (hartree) = 0.162 / 0.108
- calculated total energy (eV) = -49257.6717


no.,F_max (eV Å⁻¹)
1,4.34
2,2.86